Entry from the OMol25 dataset: an isolated molecule of C4H5NO2 (wB97M-V/def2-TZVPD).

Geometry as XYZ:
```
12
Properties=species:S:1:pos:R:3:forces:R:3
H 1.79447 -1.00850 -1.82998 -0.09 0.09 0.06
C 1.06999 -0.67293 -1.09229 -0.03 -0.17 0.08
O 0.62256 0.58683 -1.41542 0.14 -0.37 -0.11
C -0.57263 0.55716 0.73353 0.36 -0.24 0.21
O -1.46456 0.95744 -0.31309 -0.12 -0.13 -0.22
C -0.10934 1.26525 -0.45818 0.09 0.29 0.37
H -1.17904 -1.49111 0.63818 0.11 0.04 0.06
C -0.25670 -0.92282 0.81264 -0.17 0.02 0.18
H -0.69373 1.07401 1.68445 -0.05 0.04 -0.21
H 0.09048 -1.17778 1.81888 -0.09 0.11 -0.09
H 0.14301 2.32114 -0.49501 -0.09 -0.12 0.09
N 0.75083 -1.40503 -0.12074 -0.05 0.43 -0.41
```
Positions in Å, forces in eV/Å.

Computed properties:
total energy: -360.60026 a.u.
lowest unoccupied orbital energy: 1.0 eV
ΔE to the lowest compared entry with this formula, charge and spin: 43.4 kcal per mole
structure (SMILES): C1=NC[C@@H]2O[C@@H]2O1
E_HOMO: -10.1981 eV

Here are the natural (NBO) charges for atoms 1 to 8, given in e: atom 1 (H): 0.178, atom 2 (C): 0.395, atom 3 (O): -0.499, atom 4 (C): 0.008, atom 5 (O): -0.477, atom 6 (C): 0.325, atom 7 (H): 0.223, atom 8 (C): -0.288